Density functional theory data (the ωB97M-V functional and the def2-TZVPD basis) for C5H8 in the gas phase.

Last columns: bonded neighbours and bond lengths (Å).
CARTESIAN COORDINATES (ANGSTROEM)
1 C 1.1507 1.0283 -0.6757  H2 1.085, C4 1.512, C10 1.334
2 H 1.8689 1.5543 -1.2962  C1 1.085
3 C -1.3233 -0.9310 0.1412  H6 1.097, H8 1.095, H11 1.096, C13 1.515
4 C 1.2399 -0.2633 0.1049  C1 1.512, H5 1.097, H7 1.096, C13 1.564
5 H 1.3527 -1.1682 -0.5052  C4 1.097
6 H -2.2948 -0.5027 0.4154  C3 1.097
7 H 1.9745 -0.2945 0.9181  C4 1.096
8 H -1.2054 -1.8935 0.6497  C3 1.095
9 H -0.8277 2.0394 -0.6348  C10 1.089
10 C -0.1130 1.2767 -0.3300  C1 1.334, H9 1.089, C13 1.519
11 H -1.3202 -1.0937 -0.9430  C3 1.096
12 H -0.2941 0.2249 1.6242  C13 1.099
13 C -0.2311 0.0394 0.5431  C3 1.515, C4 1.564, C10 1.519, H12 1.099

DFT total energy: -5313.1145 eV
ΔE to the lowest compared entry with this formula, charge and spin: 101.5 kJ/mol
Structure (SMILES): C[C@@H]1C=CC1
Orbital gap: 10.66 eV

---

Density functional theory data (the ωB97M-V functional and the def2-TZVPD basis) for C4H4F2N2 in the gas phase.

Last columns: bonded neighbours and bond lengths (Å).
CARTESIAN COORDINATES (ANGSTROEM)
1 H -1.9225 0.9446 -2.4721  N4 0.982
2 C 0.9220 -1.3805 1.0113  C8 1.195, C9 1.527
3 C -0.0129 0.7573 -0.0602  N6 1.250, H7 1.109, C9 1.508
4 N -1.4482 1.3677 -1.7239  H1 0.982, N6 1.375, H10 1.028
5 F -0.9976 -0.3615 1.7707  C9 1.327
6 N -1.0447 0.5154 -0.7238  C3 1.250, N4 1.375
7 H 0.7634 1.5211 -0.2716  C3 1.109
8 C 1.3937 -2.4579 0.7989  C2 1.195, H11 1.116
9 C 0.1589 -0.0695 1.1892  C2 1.527, C3 1.508, F5 1.327, F12 1.352
10 H -0.6206 1.8377 -2.1134  N4 1.028
11 H 1.9277 -3.4184 0.6029  C8 1.116
12 F 0.8809 0.7441 1.9922  C9 1.352

DFT total energy: -12624.4151 eV
ΔE to the lowest compared entry with this formula, charge and spin: 318.4 kJ/mol
Structure (SMILES): C#CC(F)(F)/C=N/N
Orbital gap: 10.81 eV

---

Density functional theory data (the ωB97M-V functional and the def2-TZVPD basis) for 2 unconnected molecules or ions with the total composition C2H7NO2.

Last columns: bonded neighbours and bond lengths (Å).
CARTESIAN COORDINATES (ANGSTROEM)
1 C 0.4972 -1.1030 -1.8889  O8 1.197, H9 1.106, H12 1.109
2 H 0.7465 0.5573 1.8947  O6 0.966
3 H -1.6257 -0.5422 0.4487  N10 1.008
4 H -0.8658 2.0438 1.6337  C7 1.089
5 H -0.8491 1.5972 -0.1117  C7 1.088
6 O 0.6377 0.8300 0.9744  H2 0.966, C7 1.452
7 C -0.7548 1.2377 0.9103  H4 1.089, H5 1.088, O6 1.452, N10 1.419
8 O 1.5865 -1.3169 -1.4419  C1 1.197
9 H -0.2641 -0.5021 -1.3569  C1 1.106
10 N -1.7057 0.2061 1.1197  H3 1.008, C7 1.419, H11 1.010
11 H -1.7311 -0.1640 2.0587  N10 1.010
12 H 0.1544 -1.5157 -2.8593  C1 1.109

DFT total energy: -7771.2895 eV
ΔE to the lowest compared entry with this formula, charge and spin: 215.8 kJ/mol
Structure (SMILES): C=O.NCO
Orbital gap: 10.74 eV

---

Density functional theory data (the ωB97M-V functional and the def2-TZVPD basis) for 2 unconnected molecules or ions with the total composition C3H5N3.

Last columns: bonded neighbours and bond lengths (Å).
CARTESIAN COORDINATES (ANGSTROEM)
1 H -0.6859 0.4136 1.4562  N7 1.024
2 H -1.9742 0.6564 -0.8009  C8 1.090
3 H -0.5610 1.6561 -1.3250  C8 1.083
4 H -0.9336 -1.0890 0.8097  N7 1.024
5 H -0.8251 0.0097 -2.0371  C8 1.083
6 N 2.5195 -1.2385 2.0194  C11 1.159
7 N -0.5134 -0.1722 0.6345  H1 1.024, H4 1.024, C10 1.466
8 C -0.9517 0.6571 -1.1786  H2 1.090, H3 1.083, H5 1.083
9 N 1.1758 0.1822 -0.8974  C10 1.239
10 C 0.8951 -0.2371 0.2339  N7 1.466, N9 1.239, C11 1.455
11 C 1.7934 -0.7955 1.2326  N6 1.159, C10 1.455

DFT total energy: -7657.5244 eV
ΔE to the lowest compared entry with this formula, charge and spin: 475.8 kJ/mol
Orbital gap (alpha / beta): 8.50 / 8.49 eV

---

Density functional theory data (the ωB97M-V functional and the def2-TZVPD basis) for 2 unconnected molecules or ions with the total composition C4H15N3O.

Last columns: bonded neighbours and bond lengths (Å).
CARTESIAN COORDINATES (ANGSTROEM)
1 H 1.0273 2.2588 -0.7651  C19 1.120
2 H 1.0414 0.2901 0.7754  N12 1.020
3 C -0.8857 1.3917 -0.5202  H13 1.105, N14 1.455, H18 1.087, C19 1.493
4 N 1.2355 -2.4533 -0.3327  H5 1.018, C15 1.478, H22 1.015
5 H 0.9703 -2.0500 0.5635  N4 1.018
6 H 0.0349 0.8445 -2.2429  N14 1.003
7 H -1.0898 -1.4912 -1.9809  C9 1.078
8 H 1.6220 -0.6310 -1.5166  C15 1.111
9 C -0.4752 -0.9666 -1.2668  H7 1.078, N14 1.463, C15 1.610, H20 1.098
10 H -2.3678 0.1824 3.0386  O11 0.980
11 O -1.5816 0.0480 3.6074  H10 0.980, H23 1.015
12 N 1.0697 1.2357 1.1556  H2 1.020, C19 1.538, H21 1.015
13 H -1.4989 2.1930 -0.9703  C3 1.105
14 N -0.6247 0.4504 -1.5984  C3 1.455, H6 1.003, C9 1.463
15 C 1.0073 -1.5559 -1.4853  N4 1.478, H8 1.111, C9 1.610, H16 1.069
16 H 1.1496 -2.0830 -2.4049  C15 1.069
17 H 0.3108 3.0697 0.4891  C19 1.113
18 H -1.4490 0.8941 0.2647  C3 1.087
19 C 0.3215 2.0361 0.0758  H1 1.120, C3 1.493, N12 1.538, H17 1.113
20 H -0.8722 -1.1524 -0.2599  C9 1.098
21 H 0.5689 1.1300 2.0323  N12 1.015
22 H 2.2148 -2.6870 -0.2051  N4 1.015
23 H -1.7288 -0.9540 3.5468  O11 1.015

2S+1: 2
Charge: -1
DFT total energy: -10906.7348 eV
ΔE to the lowest compared entry with this formula, charge and spin: 108.1 kJ/mol
Orbital gap (alpha / beta): 2.74 / 8.86 eV
Expectation value of S²: 0.750

---

Density functional theory data (the ωB97M-V functional and the def2-TZVPD basis) for C5H8N2 in the gas phase.

Last columns: bonded neighbours and bond lengths (Å).
CARTESIAN COORDINATES (ANGSTROEM)
1 C -2.3953 -0.1270 -0.0780  H9 1.094, H11 1.096, C12 1.500, H15 1.095
2 N 2.6145 -0.7259 -0.2061  H5 1.008, C6 1.384, H13 1.013
3 C 0.1016 -0.9178 0.0090  C6 1.357, C12 1.456, H14 1.081
4 C -0.2803 1.3101 -0.1476  N7 1.426, H8 1.085, C12 1.351
5 H 2.8611 -1.5265 0.3538  N2 1.008
6 C 1.3031 -0.2966 -0.1062  N2 1.384, C3 1.357, N7 1.411
7 N 1.1295 1.1038 -0.0858  C4 1.426, C6 1.411, H10 1.024
8 H -0.6814 2.3083 -0.2869  C4 1.085
9 H -2.6243 -1.1197 -0.4767  C1 1.094
10 H 1.4119 1.2729 0.8838  N7 1.024
11 H -2.7991 -0.0797 0.9402  C1 1.096
12 C -0.9162 0.1204 -0.0725  C1 1.500, C3 1.456, C4 1.351
13 H 3.2811 0.0371 -0.2082  N2 1.013
14 H -0.0769 -1.9725 0.1641  C3 1.081
15 H -2.9292 0.6132 -0.6830  C1 1.095

DFT total energy: -8294.1262 eV
ΔE to the lowest compared entry with this formula, charge and spin: 84.0 kJ/mol
Structure (SMILES): Cc1c[nH]c(N)c1
Orbital gap: 8.50 eV